Record 1
Here is a molecular structure, C39H39AuBN10OS3 from OMol25. Energies are from ωB97M-V/def2-TZVPD.

Geometry as XYZ:
```
94
Properties=species:S:1:pos:R:3:lowdin_charge:R:1
Au 2.25950 -1.06387 -1.58038 0.5580
C -0.16714 -2.27499 2.51183 -0.0390
N -0.80697 -2.57661 1.24306 -0.1233
C -2.16117 -2.71020 1.04585 -0.0363
C -2.32533 -3.04569 -0.25329 -0.0344
N -1.08420 -3.12871 -0.84501 0.0239
B -0.85668 -3.79565 -2.24795 -0.4058
N -0.81303 -2.67159 -3.35817 0.0172
C -1.88412 -2.23370 -4.08886 -0.0416
C -1.42732 -1.41247 -5.07025 -0.0319
N -0.06612 -1.34753 -4.92489 -0.1065
C 0.84982 -0.59681 -5.78202 0.0035
C 0.29045 -2.12489 -3.87884 -0.6504
S 1.93508 -2.41977 -3.42790 0.6609
C -0.16619 -2.83298 0.08338 -0.6658
S 1.56726 -2.80560 -0.05300 0.6620
H -0.94004 -2.00052 3.22553 0.1030
H 0.53041 -1.45050 2.39097 0.0585
H 0.37549 -3.14539 2.87561 0.0972
H -2.87191 -2.55103 1.83765 0.1339
H -3.22229 -3.26064 -0.80615 0.1293
H 0.18913 -4.36770 -2.24462 0.0578
H -1.81421 -4.48221 -2.48194 0.0818
H -2.88499 -2.56274 -3.87122 0.1308
H -1.94236 -0.89270 -5.85911 0.1324
H 0.30094 0.22748 -6.23003 0.1027
H 1.24760 -1.24322 -6.56123 0.1064
H 1.66812 -0.21413 -5.17820 0.0429
C 0.48629 2.27983 5.90733 -0.0478
C 1.43783 1.24159 5.38098 -0.2773
C 1.05344 -0.08706 5.23485 -0.0430
C 1.91983 -1.03605 4.71661 -0.0438
C 3.21198 -0.68569 4.33804 -0.2326
N 4.05249 -1.71684 3.85730 0.1453
C 5.31881 -1.64950 3.32106 -0.5306
O 6.12931 -2.53348 3.47602 0.0998
N 5.62977 -0.50163 2.59639 0.1262
C 4.79836 0.17952 1.69557 -0.2253
C 4.95579 1.54513 1.49911 0.0208
C 4.15461 2.19115 0.57627 -0.0140
C 3.24605 1.45852 -0.15757 -0.1419
N 3.11434 0.13666 0.00673 -0.0970
C 3.85330 -0.49182 0.92795 -0.0635
C 3.62736 0.62891 4.52436 -0.0211
C 2.74123 1.57072 5.02484 -0.0299
H -0.28324 1.82885 6.53317 0.0786
H -0.01668 2.80299 5.09112 0.0835
H 1.00811 3.02889 6.50249 0.0809
H 0.06026 -0.39179 5.54584 0.1149
H 1.60455 -2.06982 4.63004 0.1047
H 3.87173 -2.63880 4.22484 0.1545
H 6.62471 -0.38051 2.48368 0.1619
H 5.69444 2.09071 2.07322 0.1315
H 4.23896 3.25547 0.40918 0.1220
H 2.62873 1.92612 -0.91039 0.0901
H 3.70849 -1.55859 1.03328 0.0796
H 4.65010 0.91161 4.32129 0.1072
H 3.09012 2.58694 5.16874 0.1180
S 3.59899 0.13342 -3.08721 0.6119
C 2.78617 1.59912 -3.64840 -0.6589
C 1.55046 2.06443 -3.21553 -0.1550
C 1.01414 3.23397 -3.74298 -0.0810
C 1.70574 3.95423 -4.70305 -0.0876
C 2.94171 3.48894 -5.13995 -0.0773
C 3.47703 2.31945 -4.62847 -0.1273
H 1.00144 1.50883 -2.46440 0.0421
H 0.04900 3.57921 -3.39241 0.1054
H 1.29083 4.86717 -5.10818 0.1042
H 3.49211 4.03821 -5.89291 0.1093
H 4.43332 1.95964 -4.98865 0.1031
N -5.22045 0.98364 -0.73402 0.1707
C -6.35065 0.99161 0.06206 -0.1881
C -7.69114 1.25349 -0.21025 -0.0175
C -8.56190 1.15755 0.85465 -0.0817
C -8.12039 0.81214 2.14511 -0.0820
C -6.79204 0.55498 2.40399 -0.0124
C -5.89471 0.64930 1.33852 -0.2232
N -4.52285 0.44820 1.31681 0.1821
C -4.16844 0.66056 0.08054 -0.2864
C -2.78169 0.53681 -0.38777 -0.1238
C -1.78096 0.30817 0.55214 -0.0039
C -0.48657 0.12849 0.11280 -0.1422
N -0.12988 0.15856 -1.17384 0.0240
C -1.08196 0.42100 -2.06553 -0.1418
C -2.41104 0.61548 -1.72521 0.0126
H -5.17861 1.23587 -1.70443 0.1521
H -8.03831 1.52080 -1.19955 0.1107
H -9.61408 1.35268 0.69560 0.1059
H -8.84451 0.75128 2.94632 0.1045
H -6.44488 0.29271 3.39428 0.1125
H -2.03169 0.26608 1.60303 0.1182
H 0.31708 -0.05540 0.81993 0.0906
H -0.77253 0.46965 -3.10310 0.0999
H -3.12949 0.80206 -2.51309 0.1114
```

Computed properties:
HOMO energy: -0.3734 hartree
Net charge: +1
Kohn-Sham gap: 0.229 Ha
Multiplicity: 1

Record 2
Here is 2 unconnected molecules or ions with the total composition C5H8N2 from OMol25. Energies are from ωB97M-V/def2-TZVPD.

Geometry as XYZ:
```
15
Properties=species:S:1:pos:R:3:lowdin_charge:R:1
C -0.98501 -1.18268 -1.47388 -0.0267
C -1.07375 -1.40776 -0.11163 0.0663
C 0.15998 -0.64483 0.19730 -0.3846
C -0.26269 -0.04331 -1.06232 -0.2562
C -0.46771 1.39840 -1.36289 -0.0238
N 1.02932 -0.90796 2.36244 -0.0062
N 0.56544 -0.05207 1.35036 -0.1110
H -1.51788 -1.46847 -2.35252 0.1039
H 1.72135 -1.78861 -0.10055 0.1260
H 0.48556 1.92217 -1.27488 0.0841
H -1.17053 1.85521 -0.66298 0.0984
H -0.85021 1.51990 -2.37540 0.0833
H 0.24344 -1.48191 2.66328 0.0772
H 1.71209 -1.56099 1.92455 0.0309
H 1.23193 0.70778 1.21856 0.1383
```

Computed properties:
Energy relative to the best compared isomer or geometry (same formula, charge and spin): 185.2 kcal per mole
HOMO energy (spin up / spin down): -0.3050 / -0.3048 hartree
Kohn-Sham gap (spin up / spin down): 0.297 / 0.297 Ha
Multiplicity: 1

Record 3
Here is 2 unconnected molecules or ions with the total composition C5H10O2 from OMol25. Energies are from ωB97M-V/def2-TZVPD.

Geometry as XYZ:
```
17
Properties=species:S:1:pos:R:3:nbo_charge:R:1
C 0.59413 0.84342 2.25669 -0.4193
C 0.84543 -0.50292 2.12608 -0.1695
C -0.24514 -1.48236 1.51583 -0.4198
C -1.10354 -0.92749 0.19402 -0.5140
C -0.10306 -0.46534 -0.84622 0.4320
O 0.25145 -1.01681 -1.89353 -0.5398
H 1.31454 1.52238 2.89809 0.2014
H -0.36441 1.36802 2.30799 0.2012
H 1.78841 -0.87098 2.35905 0.2028
H 0.31030 -2.36047 1.26589 0.2140
H -0.93483 -1.81782 2.25733 0.2234
H -1.54498 -1.86458 -0.32447 0.2290
H -1.89370 -0.21233 0.39078 0.2367
H 0.48582 0.46044 -0.50044 0.1209
O -0.04221 2.80337 -2.64079 -0.9143
H -0.87663 2.84614 -2.89202 0.4478
H 0.11461 1.84485 -2.96598 0.4675
```

Computed properties:
Energy relative to the best compared isomer or geometry (same formula, charge and spin): 84.2 kcal per mole
HOMO energy: -0.3507 hartree
Kohn-Sham gap: 0.382 Ha
Multiplicity: 1

Record 4
Here is a molecular structure, C31H34AsCl3N8O3SV from OMol25. Energies are from ωB97M-V/def2-TZVPD.

Geometry as XYZ:
```
82
Properties=species:S:1:pos:R:3:lowdin_spin:R:1
V -0.77295 -1.22729 -0.41470 2.7353
Cl 0.43461 -1.37689 6.89797 0.0003
C 0.24821 -0.99916 5.20731 0.0011
C 1.07631 -1.59654 4.27507 0.0001
C 0.92103 -1.28784 2.93756 0.0021
Cl 1.99822 -2.02350 1.78998 0.0046
C -0.05257 -0.38883 2.44408 0.0069
O -0.19023 -0.07832 1.19952 0.0520
C -0.85533 0.18453 3.46120 0.0011
Cl -2.08793 1.32131 2.98202 0.0006
C -0.72308 -0.10063 4.80634 -0.0001
H 1.83987 -2.29601 4.58399 0.0000
H -1.37277 0.37300 5.52842 0.0000
O -0.89471 -3.08524 0.52455 0.0179
N -1.14419 -4.08068 -0.23210 0.0117
N -1.46234 -3.76904 -1.42597 0.0201
O -1.53913 -2.52847 -1.86129 0.0370
C -1.71985 -4.82310 -2.35877 -0.0006
C -1.72324 -4.50720 -3.70760 0.0023
C -1.96399 -5.51146 -4.63402 -0.0002
C -2.20037 -6.81207 -4.21650 0.0024
C -2.19730 -7.10974 -2.85953 -0.0002
C -1.96052 -6.11955 -1.92109 0.0018
H -1.53559 -3.48683 -4.00535 0.0003
H -1.96435 -5.27167 -5.68943 -0.0001
H -2.38945 -7.59135 -4.94309 0.0001
H -2.38704 -8.12164 -2.52598 -0.0001
H -1.95840 -6.33860 -0.86399 0.0001
N -2.40233 2.10905 -2.49521 0.0080
C -1.24888 2.18060 -3.24919 -0.0018
C -0.42693 1.20785 -2.76695 0.0071
N -1.04923 0.55151 -1.73857 0.0144
C -2.23264 1.10800 -1.60157 0.0186
C -3.14997 0.58159 -0.61045 0.0125
N -2.82671 -0.51298 0.03850 0.0098
C -3.85814 -0.77586 0.89692 0.0059
C -4.81837 0.17948 0.76134 -0.0003
N -4.35474 1.04557 -0.20483 0.0060
H -3.22357 2.67219 -2.62471 0.0003
H -1.12911 2.89821 -4.04043 -0.0002
H 0.56191 0.92374 -3.08387 0.0003
H -3.83231 -1.62302 1.55999 0.0003
H -5.76095 0.32988 1.25511 -0.0001
H -4.81294 1.88719 -0.50446 0.0002
C 2.57607 4.23168 -0.30546 0.0000
As 1.69743 2.52972 0.12471 0.0003
C 2.11918 2.51805 2.03239 0.0002
C -0.18386 3.14813 0.19171 0.0000
C -0.39460 4.48443 0.82602 0.0000
C -0.54628 4.61799 2.20637 0.0000
C -0.70805 5.86767 2.78729 0.0000
C -0.72324 7.01120 2.00104 0.0000
C -0.57917 6.89290 0.62588 0.0000
C -0.41703 5.64231 0.04843 0.0000
H 2.29439 5.01879 0.39344 0.0000
H 2.31689 4.54244 -1.31786 0.0000
H 3.65503 4.07984 -0.26121 0.0000
H 1.88269 3.47561 2.49575 0.0000
H 3.18582 2.32134 2.14736 0.0000
H 1.56305 1.72061 2.52466 0.0001
H -0.70614 2.34450 0.71325 0.0000
H -0.51682 3.16222 -0.84744 0.0000
H -0.54878 3.73069 2.82553 0.0000
H -0.82639 5.94647 3.86077 0.0000
H -0.84973 7.98536 2.45531 0.0000
H -0.59202 7.77705 0.00069 0.0000
H -0.30119 5.55829 -1.02717 0.0000
C 3.46581 -4.00970 -1.00578 0.0003
N 3.66647 -2.58909 -0.86358 -0.0003
C 4.91377 -2.02868 -0.35998 0.0001
C 4.56203 -0.54563 -0.19577 0.0001
N 3.39763 -0.42534 -1.06698 0.0002
C 2.83265 -1.63040 -1.28460 0.0038
S 1.31749 -1.86840 -1.99418 0.0170
H 4.16304 -4.43032 -1.73505 0.0000
H 2.44583 -4.18030 -1.34039 0.0002
H 3.61759 -4.50008 -0.04290 0.0000
H 5.71716 -2.18273 -1.08779 0.0000
H 5.19833 -2.50415 0.57888 0.0000
H 5.37051 0.10906 -0.51563 0.0000
H 4.29464 -0.31101 0.83677 0.0000
H 2.78181 0.37930 -0.99468 0.0002
```

Computed properties:
Energy relative to the best compared isomer or geometry (same formula, charge and spin): 0.0 kcal per mole
HOMO energy (spin up / spin down): -0.2296 / -0.2666 hartree
Kohn-Sham gap (spin up / spin down): 0.229 / 0.266 Ha
Multiplicity: 4

Record 5
Here is a molecular structure, C6H5N2OPS from OMol25. Energies are from ωB97M-V/def2-TZVPD.

Geometry as XYZ:
```
16
Properties=species:S:1:pos:R:3:nbo_charge:R:1
O -0.39926 -3.52258 -0.16976 -1.0721
P -0.95697 -2.34212 -0.86428 1.5401
C -0.28848 -0.73775 -0.36979 -0.3987
C 0.49229 0.03273 -1.27324 -0.1946
C 1.02350 1.22399 -0.88176 -0.1824
C 0.79181 1.68834 0.43553 0.0823
N 1.24206 2.81032 0.99808 -0.6096
S 0.65661 2.85109 2.48500 0.9934
N -0.11778 1.44981 2.52928 -0.6012
C 0.02218 0.90571 1.31430 0.0843
C -0.53985 -0.32705 0.90730 -0.1522
H -2.34034 -2.21590 -0.62032 -0.0911
H -0.78306 -2.39504 -2.26193 -0.0919
H 0.69251 -0.31932 -2.27077 0.2247
H 1.62838 1.81361 -1.54908 0.2305
H -1.12360 -0.91585 1.59144 0.2388
```

Computed properties:
HOMO energy: -0.3519 hartree
Kohn-Sham gap: 0.312 Ha
Multiplicity: 1

Record 6
Here is CHNS4 in the gas phase from OMol25. Energies are from ωB97M-V/def2-TZVPD.

Geometry as XYZ:
```
7
Properties=species:S:1:pos:R:3:nbo_charge:R:1
S -3.20887 1.89918 -0.02880 0.0855
C -2.01653 0.92604 0.01710 0.2050
N -0.99548 0.28258 0.17162 -0.6720
S -0.55507 -1.18503 -0.40078 0.3565
S 1.21112 -1.64532 0.53012 0.0091
S 2.61247 -0.71212 -0.49463 -0.1218
H 2.95237 0.43467 0.20538 0.1377
```

Computed properties:
Energy relative to the best compared isomer or geometry (same formula, charge and spin): 0.3 kcal per mole
HOMO energy: -0.3212 hartree
Kohn-Sham gap: 0.324 Ha
Multiplicity: 1

Record 7
Here is 2 unconnected molecules or ions with the total composition C5H14 from OMol25. Energies are from ωB97M-V/def2-TZVPD.

Geometry as XYZ:
```
19
Properties=species:S:1:pos:R:3:nbo_charge:R:1
C 0.84818 0.76825 1.46754 -0.6242
C -0.50699 1.13314 0.84917 -0.3975
C -1.72015 1.06605 1.76816 -0.6365
H 1.50094 0.53823 0.61950 0.2118
H 1.09442 1.58032 2.15997 0.2091
H 0.94533 -0.03756 2.18530 0.2087
H -0.71885 0.60917 -0.07205 0.1971
H -0.43539 2.15985 0.46593 0.1987
H -2.59599 1.35421 1.13041 0.2069
H -1.87909 1.73453 2.61063 0.2139
H -2.20795 0.10664 1.95621 0.2134
C 0.58283 -0.67389 -2.16680 -0.6056
C 0.88280 -2.04263 -1.60777 -0.6083
H 0.32772 0.00469 -1.35835 0.1983
H 1.42016 -0.33978 -2.79150 0.2035
H -0.26183 -0.71778 -2.86271 0.2032
H 0.14988 -2.27799 -0.82189 0.1987
H 1.85253 -2.18231 -1.13696 0.2053
H 0.72146 -2.78316 -2.39479 0.2034
```

Computed properties:
Energy relative to the best compared isomer or geometry (same formula, charge and spin): 21.5 kcal per mole
HOMO energy: -0.4063 hartree
Kohn-Sham gap: 0.447 Ha
Multiplicity: 1

Record 8
Here is a gas-phase ion, C19H24N3O3S3 (charge -1) from OMol25. Energies are from ωB97M-V/def2-TZVPD.

Geometry as XYZ:
```
52
Properties=species:S:1:pos:R:3:nbo_charge:R:1
C 3.76811 -0.92446 3.69558 -0.6395
C 2.52514 -1.75449 3.80576 0.0737
C 1.93279 -1.57555 5.18883 -0.6146
O 1.47968 -1.37675 2.86784 -0.5049
C 1.69754 -1.70876 1.54618 0.0169
S 2.89830 -2.77943 1.15550 -0.1483
S 0.86795 -0.57821 0.57245 0.2933
C -0.56599 -1.08230 -0.39054 -0.3468
C -0.35942 -0.54258 -1.79067 -0.0181
C -1.34508 -0.72837 -2.75580 -0.1919
C -1.18841 -0.18283 -4.03149 -0.2306
C -0.00889 0.50387 -4.38435 0.1364
N 0.17907 1.04447 -5.65459 -0.4682
C -0.47084 2.29197 -6.03288 -0.3923
C 1.46437 0.88801 -6.30733 -0.3965
C 0.98202 0.64835 -3.40244 -0.2640
C 0.79725 0.12513 -2.13923 -0.1298
C -1.73428 -0.44770 0.31990 -0.4169
C -2.41845 -1.17650 1.34736 0.6522
O -2.64842 -2.39610 1.34381 -0.6772
N -2.70831 -0.46750 2.55289 -0.4592
C -2.83731 -1.33230 3.70516 -0.4145
C -2.33842 0.84821 2.77070 0.3304
S -1.97394 1.52092 4.26461 -0.2913
N -2.19262 1.58604 1.59883 -0.4659
C -1.83685 3.00424 1.78189 -0.4209
C -1.61840 0.98164 0.44298 0.6564
O -0.97263 1.66505 -0.34618 -0.6785
H 4.44944 -1.21494 4.50290 0.2079
H 4.28716 -1.06988 2.74694 0.2299
H 3.53768 0.13957 3.82842 0.2127
H 2.76758 -2.81839 3.67295 0.2043
H 2.70583 -1.80787 5.92979 0.1984
H 1.59335 -0.54880 5.36771 0.2194
H 1.09730 -2.25491 5.36763 0.2162
H -0.82634 -2.15177 -0.44123 0.2807
H -2.22563 -1.29678 -2.46652 0.2178
H -1.97234 -0.31161 -4.77945 0.2056
H -1.46804 2.36756 -5.58367 0.2122
H 0.14140 3.16137 -5.72578 0.1614
H -0.54074 2.29707 -7.12901 0.1819
H 1.84965 -0.12858 -6.17262 0.2090
H 1.31153 1.08175 -7.37239 0.1865
H 2.20613 1.61090 -5.92963 0.1586
H 1.88598 1.21121 -3.60696 0.1989
H 1.62830 0.29430 -1.44488 0.2183
H -2.91332 -0.70331 4.59300 0.2300
H -3.71251 -1.96588 3.58443 0.2095
H -1.94673 -1.96655 3.78730 0.2029
H -1.64677 3.45853 0.80759 0.2344
H -2.64866 3.49874 2.32243 0.2020
H -0.93419 3.06422 2.41629 0.2120
```

Computed properties:
Energy relative to the best compared isomer or geometry (same formula, charge and spin): 16.9 kcal per mole
HOMO energy: -0.1540 hartree
Net charge: -1
Kohn-Sham gap: 0.247 Ha
Multiplicity: 1